C54H95F4O20P5 | wB97M-V/def2-TZVPD

Atoms and positions in Å:
C: -7.398 -15.241 12.060
C: -7.625 -15.115 13.534
O: -8.041 -13.769 13.784
P: -7.082 -12.689 14.486
O: -7.526 -11.298 14.321
O: -5.650 -13.062 13.882
C: -4.904 -12.074 13.201
C: -5.327 -12.051 11.706
O: -6.897 -13.202 16.009
C: -8.040 -13.016 16.773
C: -7.722 -12.383 18.126
H: -7.093 -16.254 11.784
H: -8.329 -15.143 11.493
H: -6.632 -14.540 11.739
H: -8.464 -15.710 13.875
H: -6.739 -15.229 14.153
H: -5.155 -11.098 13.621
H: -3.889 -12.442 13.358
H: -4.659 -11.297 11.290
H: -5.163 -13.013 11.206
H: -6.398 -11.900 11.619
H: -8.755 -12.424 16.203
H: -8.518 -13.995 16.905
H: -6.991 -13.000 18.663
H: -7.287 -11.382 18.134
H: -8.710 -12.379 18.602
C: -8.798 -19.866 19.105
C: -8.909 -20.667 17.869
O: -9.202 -19.770 16.770
P: -8.167 -18.953 15.842
O: -8.225 -17.500 16.011
O: -6.813 -19.724 16.107
C: -5.644 -19.539 15.289
C: -4.974 -18.182 15.484
O: -8.566 -19.352 14.339
C: -9.833 -19.038 13.848
C: -9.644 -18.542 12.412
H: -8.006 -19.126 19.084
H: -9.712 -19.282 19.254
H: -8.553 -20.600 19.853
H: -7.983 -21.132 17.538
H: -9.795 -21.289 17.808
H: -4.977 -20.294 15.680
H: -5.954 -19.705 14.255
H: -5.643 -17.340 15.292
H: -4.676 -18.080 16.520
H: -4.091 -18.114 14.861
H: -10.484 -19.921 13.819
H: -10.264 -18.248 14.468
H: -10.599 -18.300 11.950
H: -9.084 -17.600 12.428
H: -9.168 -19.298 11.790
C: -14.350 -18.359 14.981
C: -13.988 -19.486 13.929
O: -13.247 -20.443 14.674
P: -13.439 -21.958 14.166
O: -14.771 -22.480 13.934
O: -12.520 -22.032 12.856
C: -12.537 -23.254 12.147
C: -11.316 -23.270 11.249
O: -12.651 -22.815 15.262
C: -11.386 -22.403 15.763
C: -10.239 -22.872 14.898
H: -14.968 -18.800 15.762
H: -13.456 -17.998 15.482
H: -14.887 -17.532 14.522
H: -14.835 -20.019 13.464
H: -13.374 -19.116 13.103
H: -12.571 -24.112 12.832
H: -13.459 -23.341 11.566
H: -11.207 -22.429 10.566
H: -10.360 -23.382 11.758
H: -11.376 -24.173 10.629
H: -11.395 -21.317 15.905
H: -11.274 -22.809 16.771
H: -9.293 -22.614 15.379
H: -10.278 -23.967 14.797
H: -10.275 -22.295 13.977
C: -13.749 -18.160 22.074
C: -13.491 -19.448 22.853
O: -12.604 -20.254 22.044
P: -11.405 -20.919 22.865
O: -11.763 -21.892 23.890
O: -10.504 -21.413 21.637
C: -10.868 -22.356 20.625
C: -11.419 -23.629 21.116
O: -10.519 -19.735 23.459
C: -10.190 -18.573 22.708
C: -8.936 -18.030 23.333
H: -14.485 -17.585 22.618
H: -12.829 -17.599 21.934
H: -14.237 -18.377 21.120
H: -12.990 -19.372 23.826
H: -14.431 -19.986 23.048
H: -11.552 -21.840 19.946
H: -9.925 -22.460 20.087
H: -11.539 -24.268 20.236
H: -10.782 -24.088 21.873
H: -12.384 -23.465 21.569
H: -10.055 -18.925 21.680
H: -11.041 -17.892 22.796
H: -8.606 -17.189 22.726
H: -9.106 -17.909 24.403
H: -8.080 -18.695 23.260
C: -11.281 -15.409 12.744
C: -12.701 -15.510 12.246
O: -12.983 -16.874 11.937
P: -13.937 -17.300 10.760
O: -13.958 -16.397 9.618
O: -15.308 -17.451 11.603
C: -16.406 -18.130 10.928
C: -17.413 -18.416 11.979
O: -13.432 -18.811 10.494
C: -13.649 -19.330 9.189
C: -13.916 -20.811 9.421
H: -11.121 -16.114 13.579
H: -10.586 -15.737 11.976
H: -11.206 -14.387 13.087
H: -13.422 -15.225 13.027
H: -12.897 -14.927 11.346
H: -16.720 -17.400 10.182
H: -16.068 -19.072 10.478
H: -18.180 -19.027 11.492
H: -17.019 -19.055 12.782
H: -17.787 -17.505 12.449
H: -14.477 -18.784 8.734
H: -12.747 -19.180 8.603
H: -14.030 -21.353 8.494
H: -13.112 -21.265 10.000
H: -14.731 -20.965 10.129
F: -16.089 -17.431 18.508
C: -16.352 -16.866 19.716
C: -16.845 -17.697 20.735
C: -17.127 -17.096 21.959
C: -16.935 -15.741 22.015
C: -16.518 -14.912 20.994
C: -16.141 -15.487 19.814
H: -17.053 -18.743 20.535
H: -17.516 -17.629 22.811
H: -17.098 -15.220 22.945
H: -16.449 -13.846 21.178
H: -15.863 -14.898 18.953
F: -10.862 -16.494 20.481
C: -11.272 -16.107 19.221
C: -10.398 -16.262 18.180
C: -10.920 -15.913 16.917
C: -12.254 -15.461 16.801
C: -13.121 -15.438 17.894
C: -12.596 -15.764 19.117
H: -9.387 -16.625 18.243
H: -10.303 -15.969 16.027
H: -12.663 -15.202 15.830
H: -14.167 -15.183 17.756
H: -13.204 -15.723 20.003
F: -7.285 -15.465 20.038
C: -7.593 -14.950 21.253
C: -6.744 -15.178 22.315
C: -7.063 -14.670 23.565
C: -8.208 -13.880 23.704
C: -9.033 -13.630 22.578
C: -8.728 -14.161 21.330
H: -5.925 -15.860 22.118
H: -6.373 -14.820 24.381
H: -8.465 -13.468 24.672
H: -9.922 -13.052 22.765
H: -9.399 -14.030 20.484
F: -11.564 -15.972 26.419
C: -12.227 -15.558 25.308
C: -13.615 -15.478 25.317
C: -14.302 -15.051 24.160
C: -13.552 -14.772 23.047
C: -12.184 -14.968 23.018
C: -11.485 -15.323 24.161
H: -14.085 -15.865 26.204
H: -15.372 -15.067 24.206
H: -14.069 -14.456 22.153
H: -11.598 -14.820 22.137
H: -10.421 -15.519 24.209

Results of the Mulliken charge analysis, in e, for atoms 1 through 4:
1 C -1.0085
2 C 0.9627
3 O -0.1309
4 P 0.6901

=====

C28H35Cl8F3O2 | wB97M-V/def2-TZVPD

Output
energy relative to the best compared isomer or geometry (same formula, charge and spin)	0.0	kcal per mole

Atoms and positions in Å:
F: -17.661 8.461 0.780
C: -18.614 8.083 -0.108
C: -19.785 8.805 -0.177
C: -20.807 8.346 -0.973
C: -20.638 7.199 -1.743
C: -19.424 6.519 -1.708
C: -18.400 6.968 -0.887
H: -19.896 9.736 0.365
H: -21.744 8.884 -1.007
H: -21.440 6.840 -2.376
H: -19.284 5.604 -2.269
H: -17.466 6.423 -0.846
F: -17.801 0.021 2.774
C: -18.695 0.438 3.705
C: -19.026 1.776 3.760
C: -19.922 2.177 4.736
C: -20.506 1.258 5.602
C: -20.108 -0.072 5.553
C: -19.213 -0.490 4.582
H: -18.612 2.493 3.065
H: -20.256 3.207 4.763
H: -21.279 1.573 6.291
H: -20.541 -0.821 6.203
H: -18.921 -1.529 4.490
F: -16.732 4.183 2.461
C: -15.793 3.545 1.728
C: -15.315 4.137 0.576
C: -14.346 3.456 -0.159
C: -13.899 2.210 0.252
C: -14.406 1.634 1.410
C: -15.351 2.308 2.164
H: -15.677 5.103 0.247
H: -13.955 3.907 -1.061
H: -13.105 1.728 -0.305
H: -14.064 0.663 1.743
H: -15.794 1.883 3.056
C: -22.365 4.048 -1.012
C: -23.361 5.043 -0.490
C: -23.408 5.187 1.020
O: -24.070 5.670 -1.233
H: -22.535 3.859 -2.069
H: -22.484 3.105 -0.468
H: -21.348 4.401 -0.840
H: -22.405 5.424 1.379
H: -23.735 4.242 1.452
H: -24.085 5.986 1.307
C: -18.720 10.459 3.083
C: -17.532 11.385 3.092
C: -16.412 11.046 2.143
O: -17.463 12.310 3.866
H: -18.963 10.186 2.053
H: -19.595 10.946 3.506
H: -18.498 9.532 3.608
H: -15.801 10.262 2.595
H: -15.784 11.914 1.957
H: -16.807 10.696 1.189
Cl: -16.231 7.680 3.960
C: -15.180 6.279 4.202
Cl: -13.747 6.683 5.150
H: -15.740 5.512 4.722
H: -14.862 5.919 3.231
Cl: -20.876 5.341 8.227
C: -19.477 6.214 7.557
Cl: -18.549 5.198 6.483
H: -19.870 7.055 7.005
H: -18.861 6.502 8.396
Cl: -25.005 6.269 4.140
C: -23.397 5.820 4.718
Cl: -22.980 4.142 4.382
H: -22.646 6.454 4.262
H: -23.392 5.961 5.793
Cl: -20.121 7.253 3.510
C: -19.031 5.970 3.007
Cl: -19.718 4.863 1.805
H: -18.100 6.359 2.628
H: -18.861 5.326 3.859

Results of the Mulliken charge analysis, in e, for atoms 1 through 4:
1 F -0.2094
2 C 0.8325
3 C -0.4172
4 C -0.7534

=====

Table of gap between HOMO and LUMO (eV), in record order: 9.88; 9.75